A.
C3H2OS | wB97M-V/def2-TZVPD

## Properties
HOMO energy = -8.826 eV
Frontier orbital gap = 8.45 eV
E_LUMO = -0.37 eV

The geometry in ORCA input format:
```
! RIJCOSX wB97M-V def2-TZVPD def2/J DEFGRID3
* xyz 0 1
C 1.41 0.60 0.16
C -0.24 -0.35 -0.04
C 1.36 1.22 -0.96
O 1.23 1.60 -2.04
S -1.36 0.33 -1.00
H 1.83 0.53 1.10
H -2.07 -0.78 -0.94
*
```

=====

B.
C3H2OS | wB97M-V/def2-TZVPD

## Properties
HOMO energy = -9.363 eV
Frontier orbital gap = 8.93 eV
E_LUMO = -0.43 eV

The geometry in ORCA input format:
```
! RIJCOSX wB97M-V def2-TZVPD def2/J DEFGRID3
* xyz 0 1
C 0.87 -0.48 -0.58
C -0.76 -1.03 0.16
C 1.09 0.72 -0.23
O 1.11 1.87 -0.12
S -1.48 0.40 0.56
H 1.67 -1.17 -0.81
H -2.49 -0.32 1.01
*
```

=====

Stability summary - winner: B; margin: 0.0115 hartree.

=====

A.
C2H5BrN2O | wB97M-V/def2-TZVPD

## Properties
HOMO energy (alpha / beta) = -10.104 / -8.096 eV
Frontier orbital gap (alpha / beta) = 10.16 / 7.19 eV
E_LUMO (alpha / beta) = 0.06 / -0.91 eV

The geometry in ORCA input format:
```
! RIJCOSX wB97M-V def2-TZVPD def2/J DEFGRID3
* xyz 0 1
C 1.85 0.61 0.73
C -2.20 -0.51 -1.08
N 0.35 0.08 -0.95
N 0.69 -0.11 0.20
O 0.13 -0.84 1.05
Br -2.77 -0.15 0.59
H 1.59 1.39 1.42
H 2.61 0.91 -0.09
H 2.20 -0.22 1.30
H -2.47 -1.46 -1.46
H -1.97 0.29 -1.72
*
```

=====

B.
C2H5BrN2O | wB97M-V/def2-TZVPD

## Properties
HOMO energy = -8.229 eV
Frontier orbital gap = 8.89 eV
E_LUMO = 0.66 eV

The geometry in ORCA input format:
```
! RIJCOSX wB97M-V def2-TZVPD def2/J DEFGRID3
* xyz 0 1
C -3.55 0.55 0.27
C -0.57 -1.58 0.16
N -1.55 1.76 -0.06
N -2.55 1.30 0.21
O -1.75 -1.61 0.19
Br 3.75 -0.67 0.05
H -3.68 0.12 1.24
H -4.25 0.33 -0.46
H 5.06 -0.66 0.50
H 0.07 -0.85 0.62
H 0.13 -2.30 -0.38
*
```

=====

Stability summary - winner: B; margin: 0.1045 hartree.

=====

A.
C3H6ClF | wB97M-V/def2-TZVPD

## Properties
SMILES = FCCCCl
HOMO energy = -10.768 eV
Frontier orbital gap = 11.78 eV
E_LUMO = 1.01 eV

The geometry in ORCA input format:
```
! RIJCOSX wB97M-V def2-TZVPD def2/J DEFGRID3
* xyz 0 1
C -0.94 0.53 0.20
C 0.19 0.14 -0.66
C 0.93 -0.73 0.33
H -1.63 -0.20 0.43
H -0.54 1.00 1.10
H 0.78 1.00 -0.84
H -0.07 -0.23 -1.56
H 1.99 -0.46 0.55
H 0.39 -0.82 1.26
F 0.88 -2.03 -0.11
Cl -1.97 1.80 -0.70
*
```

=====

B.
C3H6ClF | wB97M-V/def2-TZVPD

## Properties
HOMO energy = -9.079 eV
Frontier orbital gap = 10.12 eV
E_LUMO = 1.04 eV

The geometry in ORCA input format:
```
! RIJCOSX wB97M-V def2-TZVPD def2/J DEFGRID3
* xyz 0 1
C -1.41 0.56 0.07
C -0.43 -0.38 -0.50
C 1.58 -0.39 0.42
F 2.29 -1.40 -0.13
Cl 2.29 1.08 -0.06
H -1.19 1.62 -0.29
H -1.37 0.52 1.13
H -2.36 0.30 -0.19
H -0.73 -1.40 -0.45
H -0.13 -0.08 -1.52
H 1.46 -0.42 1.53
*
```

=====

C.
C3H6ClF | wB97M-V/def2-TZVPD

## Properties
HOMO energy = -9.307 eV
Frontier orbital gap = 10.26 eV
E_LUMO = 0.95 eV

The geometry in ORCA input format:
```
! RIJCOSX wB97M-V def2-TZVPD def2/J DEFGRID3
* xyz 0 1
C -0.16 0.91 1.17
C 0.33 -1.18 -0.57
C 1.20 -0.35 0.34
F 1.61 -1.03 1.41
Cl 2.34 0.65 -0.50
H -1.05 0.26 1.04
H 0.29 0.91 2.17
H -0.19 1.87 0.87
H 0.77 -2.15 -0.53
H 0.22 -0.79 -1.58
H -0.63 -1.16 -0.17
*
```

=====

Stability summary - winner: A; margin: 0.0452 hartree.

=====

A.
C21H63O28P7 | wB97M-V/def2-TZVPD

## Properties
SMILES = COP(=O)(OC)OC.COP(=O)(OC)OC.COP(=O)(OC)OC.COP(=O)(OC)OC.COP(=O)(OC)OC.COP(=O)(OC)OC.COP(=O)(OC)OC
HOMO energy = -10.428 eV
Frontier orbital gap = 10.68 eV
E_LUMO = 0.25 eV

The geometry in ORCA input format:
```
! RIJCOSX wB97M-V def2-TZVPD def2/J DEFGRID3
* xyz 0 1
C 12.26 20.91 -15.76
O 12.69 22.19 -16.26
P 12.17 22.56 -17.71
O 10.79 22.20 -18.01
O 12.41 24.11 -17.74
C 13.70 24.70 -17.82
O 13.28 21.91 -18.63
C 13.06 21.82 -20.03
H 11.56 21.03 -14.94
H 13.16 20.38 -15.45
H 11.80 20.29 -16.53
H 13.97 25.13 -16.85
H 13.68 25.52 -18.54
H 14.46 23.95 -18.05
H 13.63 20.98 -20.43
H 13.45 22.70 -20.55
H 12.00 21.72 -20.26
C 15.49 25.45 -24.88
O 15.29 25.88 -26.24
P 14.02 25.44 -27.07
O 13.13 24.50 -26.37
O 14.62 24.94 -28.43
C 15.56 23.84 -28.47
O 13.39 26.81 -27.50
C 11.98 27.02 -27.55
H 16.55 25.27 -24.80
H 14.94 24.52 -24.69
H 15.07 26.19 -24.20
H 15.01 22.97 -28.82
H 16.03 23.67 -27.51
H 16.29 24.11 -29.22
H 11.82 28.08 -27.34
H 11.45 26.42 -26.82
H 11.62 26.88 -28.57
C 18.64 14.89 -17.88
O 19.23 15.09 -19.17
P 18.38 15.63 -20.37
O 19.01 15.54 -21.68
O 17.94 17.11 -19.97
C 18.82 18.20 -20.31
O 17.02 14.84 -20.20
C 15.90 15.19 -21.03
H 18.96 13.93 -17.50
H 17.56 14.99 -17.95
H 18.95 15.71 -17.23
H 18.96 18.25 -21.38
H 19.78 18.09 -19.79
H 18.36 19.09 -19.89
H 15.90 14.57 -21.92
H 15.94 16.24 -21.33
H 15.00 15.00 -20.44
C 22.20 22.78 -22.48
O 22.79 23.68 -23.44
P 22.39 25.19 -23.35
O 21.02 25.50 -23.73
O 22.82 25.53 -21.85
C 22.47 26.83 -21.34
O 23.45 25.94 -24.26
C 24.85 25.72 -24.04
H 22.02 21.84 -23.00
H 21.22 23.18 -22.22
H 22.85 22.59 -21.63
H 23.38 27.44 -21.32
H 22.14 26.73 -20.31
H 21.71 27.34 -21.93
H 25.15 26.21 -23.12
H 25.37 26.15 -24.90
H 25.06 24.65 -23.98
C 17.94 25.76 -21.66
O 17.23 24.52 -21.50
P 18.09 23.24 -21.14
O 19.22 23.51 -20.27
O 16.99 22.23 -20.63
C 16.87 21.96 -19.24
O 18.55 22.57 -22.50
C 17.58 22.22 -23.51
H 18.66 25.70 -22.48
H 18.52 25.99 -20.76
H 17.23 26.57 -21.78
H 15.97 22.34 -18.77
H 17.78 22.16 -18.67
H 16.80 20.87 -19.10
H 16.73 21.76 -23.02
H 18.06 21.44 -24.10
H 17.40 23.08 -24.16
C 15.64 17.67 -16.60
O 16.52 18.11 -15.57
P 17.16 19.54 -15.69
O 18.19 19.69 -16.71
O 15.90 20.46 -15.87
C 16.05 21.88 -15.70
O 17.62 19.84 -14.21
C 18.55 18.99 -13.58
H 16.08 16.97 -17.31
H 15.40 18.51 -17.26
H 14.75 17.21 -16.18
H 17.08 22.20 -15.81
H 15.58 22.25 -14.79
H 15.56 22.30 -16.59
H 18.23 18.73 -12.57
H 19.54 19.45 -13.50
H 18.70 18.04 -14.11
C 19.80 27.61 -18.00
O 19.33 28.97 -18.07
P 18.80 29.57 -19.44
O 19.44 29.05 -20.64
O 17.23 29.36 -19.35
C 16.47 29.14 -20.55
O 19.01 31.10 -19.20
C 18.30 31.85 -18.22
H 20.88 27.64 -18.07
H 19.39 26.99 -18.79
H 19.52 27.25 -17.02
H 16.11 30.09 -20.94
H 15.63 28.51 -20.29
H 17.07 28.62 -21.30
H 17.25 31.54 -18.17
H 18.32 32.90 -18.53
H 18.78 31.80 -17.25
*
```

=====

B.
C21H63O28P7 | wB97M-V/def2-TZVPD

## Properties
SMILES = COP(=O)(OC)OC.COP(=O)(OC)OC.COP(=O)(OC)OC.COP(=O)(OC)OC.COP(=O)(OC)OC.COP(=O)(OC)OC.COP(=O)(OC)OC
HOMO energy = -10.245 eV
Frontier orbital gap = 10.72 eV
E_LUMO = 0.48 eV

The geometry in ORCA input format:
```
! RIJCOSX wB97M-V def2-TZVPD def2/J DEFGRID3
* xyz 0 1
C -11.01 17.35 7.75
O -10.55 17.46 6.48
P -8.99 17.17 6.03
O -7.93 17.63 7.00
O -9.01 15.59 5.64
C -9.92 15.03 4.76
O -8.80 17.73 4.55
C -8.39 19.08 4.16
H -11.15 16.27 7.83
H -11.83 18.02 8.01
H -10.26 17.70 8.46
H -10.67 14.60 5.42
H -9.52 14.48 3.90
H -10.48 15.75 4.17
H -8.53 19.78 4.99
H -9.08 19.50 3.43
H -7.45 19.15 3.61
C 0.68 19.49 11.49
O 1.20 19.60 10.22
P 1.90 18.35 9.47
O 3.33 18.07 9.94
O 1.70 18.77 7.90
C 2.79 19.10 7.09
O 0.79 17.22 9.74
C 1.15 15.80 9.44
H 1.55 19.85 12.04
H 0.36 18.49 11.79
H -0.16 20.18 11.57
H 3.77 19.03 7.57
H 2.92 20.08 6.63
H 2.70 18.33 6.33
H 2.13 15.65 8.99
H 0.40 15.20 8.93
H 0.98 15.30 10.40
C -9.53 17.19 12.14
O -8.86 16.02 12.42
P -8.25 15.19 11.19
O -7.72 13.87 11.56
O -7.09 16.11 10.60
C -6.05 16.81 11.41
O -9.46 15.24 10.11
C -10.16 14.01 9.74
H -9.81 17.71 13.06
H -10.33 16.94 11.45
H -8.74 17.85 11.77
H -5.60 16.14 12.15
H -6.46 17.64 11.99
H -5.21 17.24 10.87
H -11.24 14.17 9.77
H -9.94 13.41 10.62
H -9.83 13.57 8.79
C -5.34 21.66 13.53
O -5.77 21.91 14.82
P -6.47 23.37 15.11
O -5.93 24.62 14.40
O -8.03 23.17 14.83
C -8.73 22.17 15.67
O -6.43 23.52 16.74
C -6.04 24.57 17.46
H -4.27 21.79 13.67
H -5.75 22.40 12.85
H -5.54 20.69 13.09
H -8.09 21.67 16.40
H -9.23 21.40 15.07
H -9.50 22.61 16.31
H -5.02 24.53 17.84
H -6.84 24.74 18.19
H -6.08 25.46 16.83
C -1.91 25.87 16.39
O -1.00 25.80 15.25
P -1.30 24.75 13.95
O -1.50 23.34 14.37
O -2.65 25.44 13.40
C -2.85 26.62 12.64
O -0.07 25.21 12.95
C 1.25 24.90 13.44
H -1.27 25.80 17.27
H -2.77 25.21 16.47
H -2.30 26.88 16.44
H -2.93 26.14 11.66
H -1.95 27.24 12.65
H -3.73 27.24 12.79
H 1.73 25.83 13.75
H 1.88 24.82 12.55
H 1.31 23.97 14.00
C -2.66 17.68 8.97
O -2.03 17.46 7.72
P -2.32 16.16 6.81
O -2.16 14.86 7.54
O -3.75 16.36 6.08
C -4.10 15.32 5.07
O -1.24 16.33 5.57
C 0.11 16.09 5.87
H -3.16 16.81 9.39
H -3.35 18.53 8.96
H -1.95 18.07 9.70
H -4.11 14.34 5.56
H -3.26 15.20 4.39
H -4.99 15.43 4.44
H 0.77 16.91 5.60
H 0.14 15.26 5.17
H 0.20 15.68 6.87
C -4.93 23.94 10.03
O -5.26 22.73 9.44
P -4.19 21.50 9.63
O -4.19 20.83 11.00
O -4.71 20.57 8.40
C -5.82 19.69 8.38
O -2.91 22.18 9.01
C -1.66 22.00 9.62
H -4.24 24.45 9.35
H -4.42 23.73 10.98
H -5.79 24.59 10.13
H -5.80 18.96 7.57
H -6.80 20.17 8.42
H -5.76 19.09 9.28
H -1.74 21.20 10.36
H -1.31 22.90 10.12
H -0.87 21.87 8.88
*
```

=====

Stability summary - winner: A; margin: 0.2491 hartree.

=====

A.
C5H36NO15 | wB97M-V/def2-TZVPD

## Properties
⟨S²⟩ = 0.7504
HOMO energy (alpha / beta) = -2.389 / -10.500 eV
Frontier orbital gap (alpha / beta) = 2.43 / 10.48 eV
E_LUMO (alpha / beta) = 0.04 / -0.02 eV

The geometry in ORCA input format:
```
! RIJCOSX wB97M-V def2-TZVPD def2/J DEFGRID3
* xyz 0 2
O 1.85 1.08 1.10
C 0.94 0.60 0.29
C 1.33 -0.10 -1.01
N 0.09 -0.53 -1.80
C -0.07 0.33 -3.03
C 1.26 0.97 -3.28
C 2.05 0.87 -1.94
O -0.25 0.70 0.57
H 1.37 1.72 1.75
H 1.77 -1.07 -0.80
H -1.54 -5.10 0.79
H -0.82 -0.38 -1.30
H -0.20 -0.39 -3.84
H -0.95 0.96 -2.96
H 1.89 0.58 -4.08
H 1.41 2.03 -3.49
H 2.28 1.85 -1.56
H 3.06 0.49 -2.13
H -0.91 0.41 2.41
H -0.92 0.01 3.85
O -0.99 0.78 3.31
H -2.08 -1.84 5.25
H -2.51 -2.07 3.81
O -1.95 -2.43 4.51
H 0.23 -3.33 -3.33
H -1.16 -3.34 -3.66
O -0.59 -2.91 -2.99
H 3.39 -3.81 0.99
H 2.09 -4.33 1.46
O 2.46 -3.82 0.71
H -0.33 3.56 -0.53
H -0.47 4.38 -1.85
O -0.61 3.53 -1.44
H -1.47 -5.05 -0.68
H 0.24 -1.49 -2.14
O -1.83 -4.55 0.05
H 1.33 2.63 3.52
H -0.05 2.18 2.88
O 0.82 2.60 2.70
H -3.28 -1.67 1.08
H -4.42 -2.63 1.51
O -3.74 -2.04 1.85
H -2.65 2.59 -0.72
H -3.87 1.67 -1.09
O -3.27 1.93 -0.39
H 1.71 4.37 -0.07
H 1.42 5.04 1.27
O 1.01 4.82 0.43
H 0.35 -2.04 2.05
H 1.30 -2.59 0.97
O 0.62 -1.90 1.14
H 3.23 2.48 0.57
H 4.43 2.61 -0.40
O 3.56 2.96 -0.20
H -1.77 -0.94 0.40
H -2.53 0.28 -0.18
O -2.30 -0.66 -0.36
*
```

=====

B.
C5H36NO15 | wB97M-V/def2-TZVPD

## Properties
⟨S²⟩ = 0.7549
HOMO energy (alpha / beta) = -10.516 / -10.485 eV
Frontier orbital gap (alpha / beta) = 10.45 / 4.66 eV
E_LUMO (alpha / beta) = -0.07 / -5.83 eV

The geometry in ORCA input format:
```
! RIJCOSX wB97M-V def2-TZVPD def2/J DEFGRID3
* xyz 0 2
O -0.33 1.37 2.21
C -1.08 1.42 1.24
N -1.53 0.27 0.69
C -1.82 0.12 -0.72
C -0.73 0.34 -1.81
C -0.12 -1.01 -2.22
O 1.29 -1.04 -2.15
C -1.84 2.65 0.87
H -1.17 -0.51 1.26
H -2.68 0.72 -1.14
H -2.27 -0.90 -0.86
H -1.21 0.91 -2.59
H 0.08 1.00 -1.52
H -0.67 -1.80 -1.77
H -0.30 -1.18 -3.32
H -2.81 2.65 1.38
H -2.06 2.77 -0.19
H -1.33 3.65 1.17
H -1.11 -3.11 -0.26
H -1.35 -4.49 -0.71
O -1.81 -3.66 -0.68
H 0.30 2.98 -2.88
H -0.06 3.17 -1.33
O -0.37 3.27 -2.24
H 1.34 1.74 -0.01
H 1.73 3.00 0.67
O 1.29 2.76 -0.16
H 1.55 -0.33 -1.38
H 2.79 -2.83 0.52
O 3.21 -1.99 0.69
H -3.16 -2.05 -2.47
H -2.19 -3.10 -2.28
O -2.49 -2.44 -3.00
H 2.74 -1.11 0.44
H 2.72 0.63 -0.53
O 1.95 0.26 -0.15
H 1.35 -0.34 1.34
H 1.96 -1.50 2.31
O 1.24 -0.89 2.17
H -4.03 -1.71 0.46
H -3.46 -0.48 1.14
O -4.25 -1.07 1.11
H 2.00 1.53 -3.07
H 2.00 2.43 -1.88
O 2.34 2.39 -2.80
H -1.08 -2.39 2.84
H -0.22 -1.38 2.34
O -0.85 -2.11 1.96
H 1.25 -2.40 -0.80
H 0.58 -2.24 0.59
O 0.69 -2.94 -0.14
H 3.09 2.71 2.79
H 2.70 1.75 1.65
O 2.97 2.62 1.85
H 1.74 0.46 4.62
H 1.47 0.61 2.96
O 2.04 0.79 3.80
*
```

=====

Stability summary - winner: A; margin: 0.0918 hartree.

=====

A.
C2H6NO2P | wB97M-V/def2-TZVPD

## Properties
SMILES = CN(O)C(=O)P
HOMO energy = -9.082 eV
Frontier orbital gap = 9.68 eV
E_LUMO = 0.60 eV

The geometry in ORCA input format:
```
! RIJCOSX wB97M-V def2-TZVPD def2/J DEFGRID3
* xyz 0 1
C -0.71 -0.75 -0.03
C 1.77 -0.33 -0.09
N 0.38 0.01 -0.26
O -0.78 -1.93 0.09
O 0.16 1.39 -0.29
P -2.23 0.62 0.08
H 2.32 -0.11 -1.02
H 2.19 0.27 0.72
H 1.85 -1.38 0.15
H 0.10 1.68 -1.22
H -1.90 0.89 1.40
H -3.14 -0.37 0.46
*
```

=====

B.
C2H6NO2P | wB97M-V/def2-TZVPD

## Properties
SMILES = NC(=O)COP
HOMO energy = -9.021 eV
Frontier orbital gap = 9.76 eV
E_LUMO = 0.74 eV

The geometry in ORCA input format:
```
! RIJCOSX wB97M-V def2-TZVPD def2/J DEFGRID3
* xyz 0 1
C 0.83 -0.49 0.16
C 0.03 0.96 0.29
N 2.20 -0.40 -0.16
O 0.29 -1.57 0.18
O -1.24 0.90 -0.28
P -2.28 -0.33 0.10
H 0.73 1.76 -0.08
H -0.26 1.00 1.38
H 2.78 0.38 -0.17
H 2.49 -1.38 0.11
H -3.53 0.22 -0.53
H -2.04 -1.04 -0.99
*
```

=====

Stability summary - winner: B; margin: 0.0430 hartree.